ORCA calculation (wB97M-V/def2-TZVPD) on a structure of composition C45H30BBaClF17O5PS.

```
102
Properties=species:S:1:pos:R:3:lowdin_charge:R:1
Ba 0.798 0.389 -0.386 1.65
C -0.094 -4.862 -2.771 -0.08
C 1.241 -4.166 -2.696 -0.29
C 1.552 -3.151 -3.597 -0.02
C 2.783 -2.507 -3.559 -0.26
C 3.113 -1.393 -4.517 -0.04
C 3.712 -2.896 -2.600 -0.08
C 3.418 -3.884 -1.668 -0.27
C 4.405 -4.204 -0.581 -0.06
C 2.179 -4.515 -1.732 -0.04
H -0.910 -4.138 -2.787 0.06
H -0.242 -5.517 -1.913 0.06
H -0.168 -5.466 -3.679 0.07
H 0.813 -2.850 -4.331 0.10
H 2.228 -1.064 -5.061 0.06
H 3.864 -1.713 -5.244 0.08
H 3.525 -0.537 -3.978 0.07
H 4.662 -2.379 -2.537 0.08
H 4.101 -5.084 -0.012 0.07
H 4.485 -3.350 0.096 0.06
H 5.401 -4.380 -0.991 0.08
H 1.931 -5.278 -1.000 0.11
Cl -0.478 -3.152 0.281 0.74
C -1.710 -3.340 1.495 -0.64
C -1.649 -4.494 2.264 -0.12
C -2.603 -4.723 3.237 -0.09
C -3.626 -3.805 3.436 -0.09
C -3.675 -2.661 2.660 -0.10
C -2.716 -2.394 1.680 -0.38
P -2.762 -0.871 0.654 1.12
C -4.586 -0.677 0.512 -0.38
C -5.283 0.434 0.974 -0.08
C -6.653 0.548 0.765 -0.09
C -7.344 -0.449 0.096 -0.11
C -6.656 -1.563 -0.374 -0.10
C -5.291 -1.669 -0.175 -0.11
C -2.354 0.458 1.847 -0.39
C -2.312 0.315 3.232 -0.08
C -1.886 1.367 4.028 -0.08
C -1.501 2.573 3.457 -0.08
C -1.545 2.730 2.082 -0.06
C -1.970 1.677 1.282 -0.15
H -0.837 -5.190 2.104 0.10
H -2.543 -5.617 3.845 0.10
H -4.378 -3.977 4.196 0.10
H -4.477 -1.947 2.809 0.11
H -4.753 1.217 1.502 0.10
H -7.178 1.423 1.129 0.10
H -8.411 -0.359 -0.067 0.09
H -7.184 -2.343 -0.908 0.10
H -4.756 -2.530 -0.560 0.11
H -2.545 -0.635 3.691 0.10
H -1.814 1.228 5.100 0.11
H -1.128 3.375 4.082 0.10
H -1.207 3.649 1.621 0.10
H -1.978 1.798 0.204 0.08
F 6.799 2.292 3.970 0.08
C 6.204 1.690 2.921 -0.16
C 4.831 1.741 2.766 -0.15
F 4.098 2.397 3.672 0.11
C 4.240 1.118 1.682 -0.25
F 2.907 1.190 1.594 -0.01
C 4.956 0.425 0.702 -0.59
S 4.223 -0.350 -0.671 0.53
C 6.340 0.401 0.910 -0.26
F 7.141 -0.237 0.038 0.05
C 6.955 1.013 1.984 -0.16
F 8.295 0.956 2.125 0.08
F -3.237 1.526 -1.834 0.15
C -3.106 0.796 -2.944 -0.54
F -3.814 1.422 -3.909 0.14
F -3.716 -0.379 -2.720 0.14
C -1.593 0.586 -3.309 -0.37
O -0.852 0.343 -2.237 -0.42
C -1.521 -0.614 -4.312 -0.54
F -0.351 -0.615 -4.976 0.14
F -2.496 -0.608 -5.247 0.14
F -1.605 -1.781 -3.669 0.15
C -1.093 1.876 -4.047 -0.54
F -1.492 2.976 -3.396 0.16
F -1.546 1.982 -5.319 0.13
F 0.237 1.899 -4.105 0.16
O 0.992 4.363 -1.366 0.04
B 1.280 3.417 -0.301 -0.41
O 1.665 4.254 0.815 0.04
C 1.604 5.551 0.430 -0.25
C 1.880 6.688 1.158 -0.01
C 1.730 7.918 0.510 -0.13
C 1.319 7.985 -0.815 -0.13
C 1.043 6.825 -1.545 -0.01
C 1.194 5.616 -0.899 -0.26
H 2.205 6.621 2.188 0.11
H 1.939 8.834 1.051 0.08
H 1.211 8.952 -1.292 0.08
H 0.722 6.863 -2.579 0.11
F 2.652 -0.560 4.201 0.13
C 1.359 -0.164 4.177 -0.54
F 1.350 1.154 3.956 0.14
F 0.877 -0.351 5.425 0.11
C 0.560 -0.978 3.110 -0.60
O 0.033 -2.009 3.515 0.05
O 0.574 -0.472 1.959 -0.30
```

## Properties
- lowest unoccupied orbital energy (eV) = 3.9
- energy (hartree) = -5057.15936
- HOMO-LUMO gap (eV) = 6.050
- ΔE to the lowest compared entry with this formula, charge and spin (kJ/mol) = 0.00
- F_max (eV Å⁻¹) = 0.713
- charge = -2